*one*
{"formula": "C4H7NO3", "method": "wB97M-V/def2-TZVPD", "mol_weight_g_mol": 117.10, "lumo_ev": -5.89, "gap_ev": 3.5, "total_charge": 0, "homo_ev": -9.4063, "elements": ["O", "C", "N", "C", "O", "O", "C", "C", "H", "H", "H", "H", "H", "H", "H"], "positions_angstrom": [[2.6979, 0.7459, 0.3173], [1.7189, 0.2304, 0.9078], [1.6671, -0.5064, 2.0037], [-2.0532, -0.5404, -1.7497], [-2.0080, -1.3511, -0.7389], [-1.4853, 0.6310, -1.9192], [0.4633, 0.2165, 0.1601], [-0.6537, 0.5833, 1.0537], [2.6521, -0.6558, 2.2941], [-2.7479, -0.8484, -2.5519], [0.6954, 0.7069, -0.7692], [0.1416, -0.7778, -0.1446], [-1.4327, 0.6745, 0.2762], [-0.5496, 1.5260, 1.5988], [-0.9172, -0.2256, 1.7653]], "lowdin_charge": [0.147, -0.544, 0.297, -0.406, -0.029, -0.055, -0.193, -0.030, 0.103, 0.139, 0.126, 0.125, 0.107, 0.101, 0.111]}



*two*
{"formula": "C4H7NO3", "method": "wB97M-V/def2-TZVPD", "smiles": "C[C@@H](C=O)NC(=O)O", "mol_weight_g_mol": 117.10, "lumo_ev": 0.64, "gap_ev": 10.3, "total_charge": 0, "homo_ev": -9.6586, "elements": ["C", "C", "C", "O", "N", "C", "O", "O", "H", "H", "H", "H", "H", "H", "H"], "positions_angstrom": [[0.3416, 1.1562, -1.6259], [0.9596, 0.3293, -0.4977], [0.9702, 1.3131, 0.7395], [1.7573, 2.2153, 0.6585], [0.2478, -0.9126, -0.2535], [-0.9753, -1.0958, 0.2837], [-1.7643, -0.3586, 0.8055], [-1.2436, -2.4588, 0.2085], [-0.1389, 0.6639, -2.4692], [1.1387, 1.8312, -1.9384], [-0.5149, 1.7090, -1.2216], [1.9986, 0.0260, -0.5871], [0.2420, 1.1451, 1.5401], [0.6630, -1.7825, -0.5198], [-1.9274, -2.6685, 0.8550]], "lowdin_charge": [-0.040, -0.287, -0.186, 0.065, 0.097, -0.597, 0.097, 0.067, 0.083, 0.084, 0.088, 0.146, 0.127, 0.143, 0.113]}



*three*
{"formula": "C4H7NO3", "method": "wB97M-V/def2-TZVPD", "mol_weight_g_mol": 117.10, "lumo_ev": 0.36, "gap_ev": 8.8, "total_charge": 0, "homo_ev": -8.4310, "elements": ["C", "C", "C", "C", "H", "H", "H", "H", "H", "H", "H", "N", "O", "O", "O"], "positions_angstrom": [[-0.0602, 1.2225, 2.0373], [0.0085, 0.1154, -0.0932], [0.7096, 0.9618, -0.9666], [0.0434, -1.6229, -1.7056], [-0.7814, 1.1057, 2.9520], [1.0652, 0.6125, 2.4323], [0.2556, 2.3271, 1.6435], [1.2250, 1.8361, -0.3827], [1.1618, 0.8280, -1.9069], [-1.9105, -0.9312, 0.3961], [-0.2852, -2.6730, -2.2983], [-0.3833, -1.1956, -0.6436], [-0.7504, 0.3030, 1.0063], [-1.3427, -1.7966, -0.0365], [1.0444, -1.0928, -2.4342]], "lowdin_charge": [-0.024, -0.300, 0.113, -0.264, 0.100, 0.174, 0.119, 0.083, 0.030, 0.231, 0.202, -0.176, -0.157, 0.022, -0.151]}



*four*
{"formula": "C4H7NO3", "method": "wB97M-V/def2-TZVPD", "mol_weight_g_mol": 117.10, "lumo_ev": 0.66, "gap_ev": 9.1, "total_charge": 0, "homo_ev": -8.4515, "elements": ["C", "C", "C", "C", "O", "O", "N", "O", "H", "H", "H", "H", "H", "H", "H"], "positions_angstrom": [[1.2987, -0.6986, -0.7685], [-1.6641, -0.1390, -0.5417], [1.7979, -0.0355, 0.4197], [-0.6727, -0.6546, 0.4796], [0.2044, 0.6809, 1.0502], [-0.0698, 2.0102, 0.5119], [0.4041, -1.4405, 0.1382], [2.7083, 0.2430, 1.0957], [-0.0181, 2.5257, 1.3324], [0.8799, -0.0529, -1.5466], [2.0728, -1.3504, -1.1745], [-1.1706, -1.0233, 1.3789], [-2.2601, -0.9887, -0.8792], [-2.3266, 0.6018, -0.0927], [-1.1838, 0.3217, -1.4032]], "lowdin_charge": [-0.156, -0.046, -0.218, -0.320, -0.172, -0.007, -0.006, 0.201, 0.106, 0.117, 0.132, 0.133, 0.088, 0.081, 0.068]}



In eV, relative to the most stable structure: *one* 7.718; *two* 0.000; *three* 7.233; *four* 6.014.



*one*
{"formula": "C4H7NO3", "method": "wB97M-V/def2-TZVPD", "smiles": "CCC(=O)NC(=O)O", "mol_weight_g_mol": 117.10, "lumo_ev": 0.57, "gap_ev": 11.0, "total_charge": 0, "homo_ev": -10.3972, "elements": ["C", "C", "C", "O", "N", "C", "O", "O", "H", "H", "H", "H", "H", "H", "H"], "positions_angstrom": [[0.1368, 1.4346, -1.4321], [-0.7083, 1.1591, -0.1684], [0.1217, 0.6954, 0.9781], [0.3651, 1.2956, 1.9886], [0.7083, -0.6073, 0.8266], [0.0154, -1.7167, 0.3845], [-0.7255, -1.8068, -0.5548], [0.3517, -2.7686, 1.1676], [0.5656, 2.4302, -1.4878], [1.0497, 0.8215, -1.4475], [-0.4820, 1.2001, -2.2822], [-1.3528, 1.9948, 0.0874], [-1.3360, 0.3158, -0.4810], [1.3112, -0.8608, 1.5975], [-0.0210, -3.5871, 0.8234]], "lowdin_charge": [-0.074, -0.148, -0.431, 0.113, 0.173, -0.576, 0.110, 0.115, 0.071, 0.080, 0.071, 0.120, 0.100, 0.149, 0.126]}



*two*
{"formula": "C4H7NO3", "method": "wB97M-V/def2-TZVPD", "smiles": "O=C1CNC(=O)C1.O", "mol_weight_g_mol": 117.10, "lumo_ev": 0.49, "gap_ev": 10.4, "total_charge": 0, "homo_ev": -9.9140, "elements": ["O", "C", "C", "N", "C", "O", "C", "H", "H", "H", "H", "H", "O", "H", "H"], "positions_angstrom": [[2.1085, -0.8835, 1.2135], [1.3024, -0.1828, 0.6535], [0.2031, 0.5981, 1.3604], [-0.7951, 0.8107, 0.3287], [-0.2663, 0.4926, -1.0714], [-0.6509, 1.0474, -2.0838], [1.1328, -0.0518, -0.8460], [-0.1777, 0.0252, 2.2185], [0.6293, 1.5452, 1.7265], [-1.4841, 1.5447, 0.4409], [1.8820, 0.6439, -1.2508], [1.2538, -1.0234, -1.3459], [-1.8902, -1.4690, -0.8299], [-1.9375, -0.8902, 0.1009], [-1.3101, -2.2072, -0.6151]], "lowdin_charge": [0.105, -0.376, -0.127, 0.005, -0.402, 0.084, -0.012, 0.128, 0.133, 0.132, 0.149, 0.141, -0.117, 0.128, 0.028]}



In eV, relative to the most stable structure: *one* 0.000; *two* 1.752.



*one*
{"formula": "C4H7NO3", "method": "wB97M-V/def2-TZVPD", "smiles": "C1=N\\OCCOCO/1", "mol_weight_g_mol": 117.10, "lumo_ev": 0.92, "gap_ev": 10.6, "total_charge": 0, "homo_ev": -9.6467, "elements": ["C", "N", "O", "C", "C", "O", "C", "O", "H", "H", "H", "H", "H", "H", "H"], "positions_angstrom": [[0.0164, -1.7712, -0.2326], [1.2450, -1.4561, -0.4564], [1.8335, -0.5531, 0.4807], [1.4653, 0.7196, -0.0659], [0.1041, 1.2392, 0.1677], [-0.9492, 0.6638, -0.5887], [-1.6706, -0.2745, 0.1264], [-0.7402, -1.1917, 0.7498], [-0.5490, -2.4214, -1.0043], [1.5961, 0.7332, -1.1219], [2.1719, 1.4167, 0.4410], [0.0951, 2.2800, -0.1117], [-0.0810, 1.1307, 1.2564], [-2.2043, 0.2491, 0.9173], [-2.3333, -0.7643, -0.5579]], "lowdin_charge": [-0.188, 0.073, -0.114, -0.203, -0.194, -0.095, -0.205, -0.049, 0.168, 0.116, 0.146, 0.130, 0.145, 0.140, 0.129]}



*two*
{"formula": "C4H7NO3", "method": "wB97M-V/def2-TZVPD", "smiles": "O=C1N[C@H]1O.CC=O", "mol_weight_g_mol": 117.10, "lumo_ev": 0.68, "gap_ev": 10.5, "total_charge": 0, "homo_ev": -9.7815, "elements": ["O", "C", "N", "C", "O", "H", "H", "H", "C", "C", "O", "H", "H", "H", "H"], "positions_angstrom": [[-1.5832, 0.7703, -0.8975], [-1.6964, -0.1663, -0.1747], [-2.5014, -1.1082, 0.2864], [-1.0933, -1.1839, 0.7111], [-0.3458, -2.2514, 0.2801], [-3.4205, -1.2985, 0.6210], [-0.8961, -0.9656, 1.7555], [-0.1096, -2.1633, -0.6483], [1.5495, 1.8085, -0.4435], [1.8427, 0.3927, -0.0800], [2.5900, -0.3466, -0.6633], [2.2023, 2.1550, -1.2374], [0.5114, 1.8627, -0.7740], [1.6510, 2.4475, 0.4345], [1.2993, 0.0470, 0.8302]], "lowdin_charge": [0.107, -0.451, 0.204, -0.283, 0.032, 0.135, 0.147, 0.109, -0.047, -0.334, 0.047, 0.081, 0.061, 0.083, 0.108]}



In eV, relative to the most stable structure: *one* 1.232; *two* 0.000.



*one*
{"formula": "C7H14", "method": "wB97M-V/def2-TZVPD", "mol_weight_g_mol": 98.19, "lumo_ev": [0.40, 0.38], "gap_ev": [7.4, 7.4], "total_charge": 0, "homo_ev": [-7.0375, -6.9986], "elements": ["C", "C", "C", "C", "C", "C", "C", "H", "H", "H", "H", "H", "H", "H", "H", "H", "H", "H", "H", "H", "H"], "positions_angstrom": [[-0.9750, -2.2021, 0.1608], [-0.1897, -1.2806, -0.5535], [-0.5805, 0.1461, -1.3188], [0.7130, 0.8085, -0.8791], [0.7474, 2.2927, -0.5793], [0.5041, -0.2025, 0.2307], [-0.1389, 0.3014, 1.4931], [0.6572, -2.2455, 1.1777], [-1.6656, -1.8713, 0.9302], [-1.0904, -3.2215, -0.1875], [0.4909, -1.7501, -1.2668], [-0.7046, -0.0914, -2.3757], [-1.4749, 0.6183, -0.9113], [1.5337, 0.5121, -1.5387], [-0.1053, 2.6041, 0.0338], [1.6637, 2.5597, -0.0410], [0.7243, 2.8706, -1.5093], [1.2537, -1.6678, 1.1805], [-0.3320, -0.5221, 2.1865], [-1.1024, 0.8002, 1.3072], [0.5215, 1.0320, 1.9755]], "lowdin_charge": [-0.051, -0.410, -0.063, -0.324, -0.065, -0.271, -0.092, 0.080, 0.047, 0.044, 0.145, 0.120, 0.119, 0.143, 0.075, 0.082, 0.079, 0.090, 0.067, 0.092, 0.090]}



*two*
{"formula": "C7H14", "method": "wB97M-V/def2-TZVPD", "smiles": "CC[C@@]1(C)C[C@H]1C", "mol_weight_g_mol": 98.19, "lumo_ev": 1.12, "gap_ev": 10.7, "total_charge": 0, "homo_ev": -9.6110, "elements": ["C", "C", "C", "C", "C", "C", "C", "H", "H", "H", "H", "H", "H", "H", "H", "H", "H", "H", "H", "H", "H"], "positions_angstrom": [[-1.8963, 0.3134, -1.0269], [-0.4071, 0.6581, -1.1034], [0.4904, -0.3092, -0.3422], [0.4910, -1.7297, -0.8964], [1.7823, 0.2087, 0.2355], [0.6581, -0.1730, 1.1653], [-0.0341, 0.9123, 2.0043], [-2.5027, 1.0691, -1.5381], [-2.1148, -0.6530, -1.4947], [-2.2339, 0.2613, 0.0147], [-0.0898, 0.6872, -2.1566], [-0.2491, 1.6727, -0.7191], [0.7778, -1.7477, -1.9569], [-0.5025, -2.1897, -0.8146], [1.1942, -2.3713, -0.3528], [2.7111, -0.3725, 0.1530], [1.8416, 1.2754, 0.3681], [0.7943, -1.1011, 1.7138], [-1.0750, 0.6244, 2.1949], [-0.0799, 1.9242, 1.5638], [0.4446, 1.0403, 2.9882]], "lowdin_charge": [-0.095, -0.205, -0.464, -0.040, -0.067, -0.276, -0.072, 0.071, 0.066, 0.069, 0.116, 0.102, 0.085, 0.077, 0.081, 0.112, 0.097, 0.128, 0.066, 0.076, 0.074]}



*three*
{"formula": "C7H14", "method": "wB97M-V/def2-TZVPD", "smiles": "CCC1(C)C=C1.C", "mol_weight_g_mol": 98.19, "lumo_ev": 1.10, "gap_ev": 10.4, "total_charge": 0, "homo_ev": -9.3442, "elements": ["C", "C", "C", "C", "C", "C", "H", "H", "H", "H", "H", "H", "H", "H", "H", "H", "C", "H", "H", "H", "H"], "positions_angstrom": [[0.6585, 0.3499, 1.7936], [-0.6099, 0.0016, 1.0121], [-0.4200, -1.1190, -0.0106], [-0.1287, -2.4793, 0.6110], [-1.1432, -1.0528, -1.3273], [0.1266, -0.8045, -1.3767], [0.4762, 1.1725, 2.4939], [1.0224, -0.5032, 2.3772], [1.4648, 0.6580, 1.1164], [-1.4001, -0.2901, 1.7196], [-0.9698, 0.8977, 0.4912], [-0.9365, -2.7827, 1.2899], [0.8021, -2.4677, 1.1912], [-0.0292, -3.2451, -0.1648], [-2.0916, -1.1602, -1.8337], [1.0026, -0.5555, -1.9582], [0.4344, 2.6769, -1.4862], [-0.1979, 1.8387, -1.7870], [1.0712, 2.3653, -0.6527], [-0.1926, 3.5149, -1.1714], [1.0607, 2.9844, -2.3276]], "lowdin_charge": [-0.107, -0.217, -0.473, -0.052, 0.011, -0.006, 0.070, 0.064, 0.066, 0.111, 0.098, 0.079, 0.070, 0.078, 0.099, 0.103, -0.045, -0.002, 0.011, 0.022, 0.020]}



*four*
{"formula": "C7H14", "method": "wB97M-V/def2-TZVPD", "smiles": "CC(C)(C)C.C#C", "mol_weight_g_mol": 98.19, "lumo_ev": 0.91, "gap_ev": 10.7, "total_charge": 0, "homo_ev": -9.8253, "elements": ["C", "C", "C", "C", "C", "H", "H", "H", "H", "H", "H", "H", "H", "H", "H", "H", "H", "C", "C", "H", "H"], "positions_angstrom": [[-2.1123, -0.0316, -0.1034], [-0.6761, 0.5691, 0.3918], [-0.8380, 1.9584, 1.1462], [0.1960, 0.7635, -0.8190], [0.1731, -0.3699, 1.3029], [-2.9475, -0.2026, 0.6836], [-2.4895, 0.6345, -0.9420], [-2.0792, -0.9614, -0.5687], [0.1962, 2.1274, 1.7549], [-1.2282, 2.8260, 0.5116], [-1.4773, 1.8069, 2.0449], [1.0516, 1.6576, -0.4041], [-0.2989, 1.2267, -1.6695], [0.7831, -0.2440, -1.1719], [0.2488, -1.3446, 0.8579], [1.1810, 0.2462, 1.1823], [-0.3050, -0.4161, 2.2758], [1.5147, -2.1315, -1.4119], [2.3460, -1.4219, -0.8818], [0.8474, -2.8690, -1.9020], [2.8970, -0.5039, -0.4019]], "lowdin_charge": [-0.051, -0.655, -0.094, -0.142, -0.083, 0.096, 0.082, 0.021, 0.113, 0.094, 0.063, 0.150, 0.056, 0.040, 0.044, 0.098, 0.073, -0.026, -0.044, 0.061, 0.103]}



In eV, relative to the most stable structure: *one* 4.710; *two* 0.000; *three* 1.843; *four* 4.141.